Below is a cluster of 14 separate species, C47H113N9O19 in total in a non-equilibrium geometry, with properties calculated with ωB97M-V with the def2-TZVPD basis set.

Atoms and positions in Å:
C -3.07999 15.17005 -18.16367
O -2.48714 14.18410 -19.03930
C -3.48151 13.34497 -19.58795
C -3.80176 12.21451 -18.57927
O -2.65299 11.39916 -18.28826
C -2.30811 10.58944 -19.41561
H -3.68242 14.66840 -17.40634
H -3.78435 15.85519 -18.63542
H -2.30920 15.80879 -17.73238
H -3.12444 12.92820 -20.52971
H -4.28437 13.97792 -19.96594
H -4.63476 11.61719 -18.94998
H -4.20795 12.68998 -17.68649
H -3.19559 10.07799 -19.78830
H -1.63186 9.78010 -19.14038
H -1.82207 11.02961 -20.28631
C 2.02000 0.04186 -18.13554
O 3.37031 -0.31507 -17.92092
C 3.64650 -1.45755 -17.12066
C 5.14722 -1.55829 -16.89454
O 5.84672 -1.78249 -18.16237
C 7.24431 -1.98929 -18.13405
H 2.05518 0.91608 -18.78563
H 1.59752 0.25697 -17.15404
H 1.47574 -0.75826 -18.63722
H 3.27317 -2.34681 -17.62853
H 3.03622 -1.35995 -16.22280
H 5.38245 -2.32015 -16.15135
H 5.54270 -0.66751 -16.40647
H 7.86244 -1.10041 -18.00806
H 7.51332 -2.39333 -19.11002
H 7.53608 -2.64262 -17.31178
C -7.36291 0.37627 -16.88195
O -7.87775 1.64713 -16.49375
C -6.93163 2.30316 -15.71156
C -7.37218 3.80551 -15.48662
O -7.57795 4.51840 -16.66504
C -8.01852 5.86353 -16.43811
H -6.32325 0.25643 -17.18668
H -7.89181 0.20965 -17.82036
H -7.70114 -0.44117 -16.24516
H -6.00963 2.33143 -16.29226
H -6.81742 1.72034 -14.79757
H -6.55203 4.25783 -14.92909
H -8.17727 3.93709 -14.76370
H -8.23774 6.26951 -17.42564
H -7.38274 6.50775 -15.83077
H -8.90579 5.86858 -15.80501
C -10.15716 14.02841 -19.07495
O -9.41628 14.58891 -17.98827
C -10.00679 14.35627 -16.74070
C -9.13307 14.66502 -15.54054
O -8.35133 13.58148 -15.03145
C -7.56903 13.78849 -13.80117
H -10.07342 12.94926 -19.20344
H -9.72697 14.46704 -19.97532
H -11.21933 14.26868 -19.12135
H -10.35940 13.34381 -16.54400
H -10.88576 14.99361 -16.64428
H -9.73667 15.03727 -14.71277
H -8.48508 15.46377 -15.90139
H -6.74632 14.47902 -13.98669
H -7.13957 12.80710 -13.59979
H -8.13453 14.11927 -12.93001
C -9.80145 0.48937 -10.05254
O -10.48545 0.90148 -11.24331
C -11.72385 0.32961 -11.60045
C -12.30481 1.02700 -12.79712
O -12.65037 2.40242 -12.59349
C -13.10771 3.11672 -13.74969
H -8.89688 1.06044 -9.84343
H -9.75507 -0.59870 -10.00752
H -10.40985 0.76465 -9.19105
H -12.44640 0.46905 -10.79635
H -11.51150 -0.70551 -11.86789
H -13.17114 0.42429 -13.06975
H -11.57760 0.98802 -13.60813
H -13.97188 2.64150 -14.21389
H -12.28427 3.19808 -14.45922
H -13.29321 4.15082 -13.45930
C -2.13707 4.73644 -9.49779
C -2.13465 3.20852 -9.44928
O -2.34200 2.52855 -10.45671
N -1.90552 2.61291 -8.27288
C -1.81111 1.13366 -8.12833
H -2.69953 4.94046 -10.40890
H -1.13905 5.16070 -9.60759
H -2.51078 5.24724 -8.61036
H -1.66526 3.17870 -7.47147
H -2.67775 0.68940 -8.61792
H -1.76705 0.80227 -7.09086
H -0.89205 0.80063 -8.61053
C -13.45804 -4.97255 -17.71068
C -14.95883 -4.90172 -17.76552
O -15.49560 -3.83053 -17.55726
N -15.63489 -6.02317 -18.11574
C -17.05508 -6.17718 -18.36179
H -12.97800 -4.33321 -18.45155
H -13.10718 -5.99799 -17.82688
H -13.04498 -4.60325 -16.77201
H -15.05217 -6.84544 -18.18222
H -17.55286 -5.20948 -18.42403
H -17.39616 -6.87672 -17.59862
H -17.19038 -6.68737 -19.31548
C -12.91837 -8.77497 -12.21649
C -11.55312 -8.11747 -12.44244
O -11.04086 -7.36729 -11.58068
N -10.87134 -8.55923 -13.53164
C -9.57226 -8.06893 -13.92070
H -13.20322 -8.45928 -11.21285
H -12.89488 -9.86462 -12.23114
H -13.60752 -8.26750 -12.89152
H -11.30000 -9.22721 -14.15626
H -8.82913 -8.86574 -13.95140
H -9.16007 -7.23088 -13.35869
H -9.62622 -7.64735 -14.92443
C -8.22381 1.70278 -21.68963
C -9.75984 1.46672 -21.81033
O -10.19197 1.11236 -22.87321
N -10.56159 1.67974 -20.78875
C -11.98131 1.42736 -20.76757
H -7.61524 0.82749 -21.46249
H -8.06724 2.53142 -20.99902
H -7.94966 2.07530 -22.67665
H -10.07313 1.55217 -19.91398
H -12.14266 0.36872 -20.97092
H -12.54043 2.04525 -21.47020
H -12.36764 1.66628 -19.77673
C -18.32409 7.89299 -20.91559
C -17.44216 8.13657 -19.70291
O -17.11238 7.20762 -18.97126
N -17.09410 9.36372 -19.41038
C -16.10727 9.71716 -18.37375
H -19.25747 7.45261 -20.56493
H -17.85946 7.08155 -21.47575
H -18.51892 8.76325 -21.54232
H -17.63706 10.14174 -19.75677
H -15.10877 9.40206 -18.67676
H -16.29634 9.20031 -17.43289
H -16.07205 10.79030 -18.18598
C -13.84058 4.64081 -7.98190
C -12.41203 5.22787 -7.91315
O -11.98268 5.60075 -6.80314
N -11.69519 5.30282 -9.05032
C -10.33877 5.74174 -9.09474
H -13.97026 3.99482 -7.11358
H -14.11664 4.09379 -8.88337
H -14.61877 5.39704 -7.87881
H -12.05924 4.83687 -9.86914
H -9.89088 5.88234 -8.11100
H -10.21304 6.68628 -9.62400
H -9.76840 4.95543 -9.58922
C -3.83604 -5.25861 -21.78465
C -5.06618 -6.01128 -22.15049
O -5.61122 -5.86951 -23.22824
N -5.51922 -6.79573 -21.18891
C -6.66048 -7.64424 -21.27502
H -3.87522 -5.04049 -20.71741
H -3.76047 -4.30178 -22.30125
H -2.96152 -5.76418 -22.19415
H -5.01849 -6.81395 -20.31197
H -7.06998 -8.11085 -20.37909
H -6.42748 -8.44624 -21.97545
H -7.48850 -7.10700 -21.73747
C -14.57153 10.61461 -10.98999
C -15.48734 11.61955 -11.63863
O -15.09137 12.53339 -12.32161
N -16.75987 11.40049 -11.33003
C -17.78383 12.35778 -11.75924
H -15.09958 9.66901 -11.11280
H -14.32732 10.91131 -9.96998
H -13.64302 10.51625 -11.55240
H -17.08458 10.49488 -11.02255
H -17.48449 12.99688 -12.58994
H -18.03580 12.99965 -10.91507
H -18.63240 11.76419 -12.09937
C -0.70270 -6.99696 -15.48265
C -1.89933 -6.06095 -15.30702
O -3.00546 -6.22561 -15.89068
N -1.70597 -5.10874 -14.42802
C -2.70976 -4.14442 -14.06047
H 0.00089 -6.90171 -14.65562
H -0.16996 -6.73859 -16.39782
H -1.00812 -8.04077 -15.41007
H -0.81650 -5.20139 -13.95862
H -2.63118 -3.90134 -13.00083
H -3.69013 -4.60930 -14.16472
H -2.59258 -3.14234 -14.47301

The calculation puts the energy above the lowest of the compared OMol25 structures with the same formula, charge and spin at 130.41 kcal per mole. Its HOMO energy is -0.33468 hartree. Its spin multiplicity is 1. Its gap between HOMO and LUMO is 9.29 eV. The electronic energy is -102877.873 eV. The strongest force on any atom comes out at 4.04 eV/Å.

Atom charges from the Mulliken analysis, given in e for atoms 1 to 2:
1 C -0.66
2 O -0.32